{"formula": "C31H24GeN5O4Ru", "method": "ωB97M-V with the def2-TZVPD basis set", "elements": ["Ru", "O", "C", "O", "C", "C", "C", "C", "C", "N", "C", "O", "O", "H", "H", "H", "N", "C", "C", "N", "C", "C", "N", "C", "C", "N", "H", "H", "H", "H", "H", "H", "C", "C", "C", "C", "C", "C", "Ge", "C", "C", "C", "C", "C", "C", "C", "C", "C", "C", "C", "C", "H", "H", "H", "H", "H", "H", "H", "H", "H", "H", "H", "H", "H", "H", "H"], "xyz": [[-0.3701, 1.0356, 0.0793], [1.9060, 0.8590, -3.3646], [1.5480, 1.0429, -2.2376], [0.2841, 0.8971, -1.8243], [2.4947, 1.3935, -1.1174], [3.8720, 1.5225, -1.1742], [4.5501, 1.6822, 0.0339], [3.8722, 1.6634, 1.2527], [2.4924, 1.5408, 1.2128], [1.8781, 1.4657, 0.0464], [1.5335, 1.3819, 2.3706], [1.8957, 1.3330, 3.5099], [0.2673, 1.2443, 1.9753], [4.3885, 1.4729, -2.1225], [5.6271, 1.7870, 0.0283], [4.3893, 1.7283, 2.1999], [-4.2869, 2.9823, -0.0426], [-4.8910, 1.7527, 0.0382], [-3.8824, 0.8403, 0.0964], [-2.6813, 1.4963, 0.0565], [-2.9581, 2.7903, -0.0289], [-1.8561, 3.7235, -0.1004], [-0.6339, 3.2246, -0.0903], [0.2408, 4.2792, -0.1541], [-0.4778, 5.4322, -0.2065], [-1.8022, 5.0622, -0.1709], [-4.7753, 3.8617, -0.1039], [-5.9607, 1.6449, 0.0465], [-3.9461, -0.2316, 0.1606], [1.3072, 4.1468, -0.1599], [-0.1765, 6.4625, -0.2652], [-2.5812, 5.7013, -0.1923], [0.2245, -2.5631, 4.6072], [1.2198, -3.0431, 3.7657], [1.1685, -2.7642, 2.4105], [0.1001, -2.0226, 1.8934], [-0.8970, -1.5440, 2.7488], [-0.8335, -1.8135, 4.1017], [0.0153, -1.7480, 0.0156], [-1.7201, -1.7928, -0.8005], [-2.7011, -2.5391, -0.1266], [-3.9227, -2.7760, -0.7325], [-4.1883, -2.2360, -1.9868], [-3.2336, -1.4689, -2.6452], [-1.9990, -1.2460, -2.0594], [1.5693, -2.0060, -1.0498], [2.8479, -1.7468, -0.5468], [3.9590, -2.0016, -1.3306], [3.7996, -2.5043, -2.6176], [2.5320, -2.7528, -3.1277], [1.4158, -2.4975, -2.3504], [0.2726, -2.7728, 5.6673], [2.0329, -3.6326, 4.1660], [1.9419, -3.1484, 1.7565], [-1.7172, -0.9466, 2.3637], [-1.5992, -1.4397, 4.7670], [-2.4900, -2.9726, 0.8438], [-4.6646, -3.3858, -0.2349], [-5.1454, -2.4213, -2.4566], [-3.4479, -1.0590, -3.6228], [-1.2514, -0.6590, -2.5790], [2.9768, -1.3556, 0.4573], [4.9513, -1.8157, -0.9414], [4.6707, -2.7033, -3.2274], [2.4163, -3.1441, -4.1287], [0.4295, -2.6967, -2.7519]], "forces_ev_per_a": [[0.0, 1.2, 0.1], [0.0, 0.1, 0.1], [0.1, -0.1, -0.3], [-0.2, -0.2, -0.1], [0.1, 0.1, 0.1], [0.0, 0.0, 0.0], [0.0, 0.0, 0.0], [-0.1, 0.0, 0.0], [0.1, 0.1, -0.2], [-0.5, -0.3, 0.0], [0.1, -0.1, 0.3], [0.0, 0.1, -0.1], [-0.3, -0.2, 0.0], [0.0, 0.0, 0.0], [0.0, 0.0, 0.0], [0.0, 0.0, 0.0], [0.1, 0.1, 0.0], [0.0, -0.1, 0.0], [-0.1, -0.1, 0.0], [0.3, 0.1, 0.0], [-0.1, -0.2, 0.0], [0.1, 0.0, 0.0], [0.1, 0.2, 0.0], [-0.1, 0.1, 0.0], [0.0, 0.0, 0.0], [-0.1, 0.0, 0.0], [0.0, 0.0, 0.0], [0.0, 0.0, 0.0], [0.0, 0.0, 0.0], [0.0, 0.0, 0.0], [0.0, 0.0, 0.0], [0.0, 0.0, 0.0], [0.0, 0.0, 0.0], [0.0, 0.0, 0.0], [0.1, -0.1, 0.0], [0.1, 0.1, -0.3], [-0.1, 0.0, 0.1], [0.0, 0.0, 0.0], [0.3, -1.0, -0.1], [0.1, 0.2, 0.2], [0.0, -0.1, 0.1], [0.0, 0.0, 0.0], [0.0, 0.0, 0.0], [0.0, 0.0, 0.0], [0.1, 0.0, -0.1], [-0.2, 0.1, 0.1], [0.1, -0.1, 0.1], [0.0, 0.0, 0.0], [0.0, 0.0, 0.0], [0.0, 0.0, 0.0], [-0.1, 0.0, -0.1], [0.0, 0.0, 0.0], [0.0, 0.0, 0.0], [0.0, 0.0, 0.0], [0.0, 0.0, 0.0], [0.0, 0.0, 0.0], [0.0, 0.0, 0.0], [0.0, 0.0, 0.0], [0.0, 0.0, 0.0], [0.0, 0.0, 0.0], [0.0, 0.0, 0.0], [0.0, 0.0, 0.0], [0.0, 0.0, 0.0], [0.0, 0.0, 0.0], [0.0, 0.0, 0.0], [0.0, 0.0, 0.0]], "total_charge": 2, "lumo_energy_ev": [-7.0, -8.6], "homo_ev": [-14.250, -14.506], "spin_multiplicity": 6, "relative_energy_kcal_mol": 9.2}